C18H17Br2CrFN2OSi | ωB97M-V/def2-TZVPD

Properties
Gap between HOMO and LUMO (spin up / spin down)   0.2540 / 0.2564 hartree
Highest occupied orbital energy (spin up / spin down)   -7.4961 / -7.6811 eV

Structure (ORCA input):
```
! wB97M-V def2-TZVPD RIJCOSX def2/J DEFGRID3
* xyz 0 5
Cr -0.350 -0.248 -0.165
C 1.703 -2.018 -2.383
Si 2.438 -0.593 -1.406
C 2.078 0.965 -2.363
C 4.283 -0.828 -1.335
N 1.601 -0.527 0.105
C 2.036 -0.711 1.405
C 3.348 -0.565 1.875
C 3.675 -0.783 3.207
C 2.713 -1.150 4.137
C 1.396 -1.295 3.714
C 1.117 -1.072 2.393
F -0.203 -1.216 1.978
H 1.954 -1.975 -3.446
H 0.608 -2.016 -2.317
H 2.043 -2.980 -1.988
H 2.659 0.993 -3.290
H 2.328 1.847 -1.768
H 1.022 1.057 -2.631
H 4.646 -0.937 -2.360
H 4.573 -1.721 -0.777
H 4.791 0.033 -0.895
H 4.119 -0.266 1.179
H 4.703 -0.656 3.524
H 2.973 -1.312 5.174
H 0.600 -1.573 4.392
Br -1.281 4.642 -0.945
C -2.479 3.216 -0.692
C -3.863 3.479 -0.641
C -4.770 2.478 -0.459
Br -6.616 2.888 -0.396
C -4.331 1.138 -0.313
C -5.164 0.015 -0.117
C -4.623 -1.233 0.013
C -3.228 -1.379 -0.047
N -2.424 -0.357 -0.230
C -2.946 0.900 -0.368
C -1.972 1.939 -0.564
O -0.707 1.625 -0.606
H -4.203 4.500 -0.747
H -6.236 0.156 -0.070
H -5.244 -2.104 0.162
H -2.768 -2.354 0.061
*
```

---

C34H36CoN5PS2 | ωB97M-V/def2-TZVPD

Properties
Gap between HOMO and LUMO (spin up / spin down)   0.2925 / 0.2322 hartree
Highest occupied orbital energy (spin up / spin down)   -15.8107 / -16.3499 eV

Structure (ORCA input):
```
! wB97M-V def2-TZVPD RIJCOSX def2/J DEFGRID3
* xyz 3 5
Co 9.094 12.865 10.892
C 6.531 12.511 12.560
C 7.653 12.004 13.448
N 9.018 12.522 13.014
C 9.488 13.711 13.710
C 8.708 14.958 13.288
S 8.584 15.172 11.469
C 6.806 15.197 11.107
C 6.281 13.862 10.494
N 6.932 12.699 11.132
H 6.102 13.476 12.880
H 5.701 11.815 12.589
H 7.689 10.926 13.345
H 7.522 12.272 14.519
H 9.709 11.812 13.221
H 10.553 13.854 13.505
H 9.356 13.637 14.811
H 9.177 15.839 13.689
H 7.691 14.947 13.651
H 6.566 15.990 10.409
H 6.248 15.548 11.987
H 6.478 13.907 9.417
H 5.181 13.891 10.601
H 6.648 11.853 10.694
N 9.985 9.750 8.399
C 9.742 8.867 9.446
C 9.776 7.492 9.495
C 9.408 6.910 10.668
C 9.103 7.694 11.778
C 9.057 9.054 11.774
C 9.423 9.667 10.581
N 9.413 11.026 10.181
C 9.880 10.982 8.918
C 10.171 12.217 8.215
C 10.574 12.470 6.941
S 11.028 14.097 6.749
C 10.464 14.452 8.308
N 10.026 13.397 8.976
H 10.195 9.497 7.442
H 10.018 7.034 8.581
H 9.534 5.838 10.683
H 9.109 7.237 12.766
H 8.814 9.611 12.641
H 10.767 11.834 6.104
H 10.470 15.445 8.699
C 14.571 6.390 11.575
C 14.399 6.881 12.847
C 13.777 8.109 13.079
C 13.326 8.834 11.975
C 13.513 8.368 10.668
C 14.175 7.190 10.493
P 12.823 10.517 12.340
C 13.911 11.791 11.713
C 13.602 13.116 12.035
C 14.354 14.116 11.483
C 15.291 13.785 10.516
C 15.510 12.478 10.134
C 14.816 11.458 10.730
C 12.349 10.608 14.051
C 11.228 9.878 14.446
C 10.884 9.860 15.800
C 11.673 10.480 16.745
C 12.814 11.131 16.328
C 13.191 11.225 15.005
H 15.119 5.494 11.351
H 14.712 6.332 13.717
H 13.678 8.505 14.051
H 13.178 8.945 9.839
H 14.453 6.941 9.482
H 12.939 13.275 12.914
H 14.341 15.149 11.866
H 15.911 14.598 10.106
H 16.300 12.228 9.425
H 15.057 10.424 10.482
H 10.679 9.275 13.735
H 9.971 9.289 16.079
H 11.442 10.397 17.771
H 13.464 11.538 17.126
H 14.046 11.724 14.725
*
```

---

C16H16BrCaClN6O5S | ωB97M-V/def2-TZVPD

Properties
Gap between HOMO and LUMO   0.2664 hartree
Highest occupied orbital energy   -7.5360 eV

Structure (ORCA input):
```
! wB97M-V def2-TZVPD RIJCOSX def2/J DEFGRID3
* xyz 0 1
Ca -0.276 -0.816 -0.142
O 2.916 2.290 -1.796
C 2.144 1.322 -1.448
O 1.135 1.488 -0.795
C 2.570 -0.004 -1.984
C 3.752 -0.230 -2.537
C 4.046 -1.535 -2.980
C 3.273 -2.590 -2.621
C 2.074 -2.256 -2.018
N 1.763 -1.020 -1.693
C 1.026 -3.329 -1.650
O 1.281 -4.439 -2.081
O 0.039 -2.887 -1.024
H 2.575 3.139 -1.466
H 4.438 0.538 -2.699
H 5.030 -1.748 -3.424
H 3.441 -3.647 -2.843
C 3.128 2.807 2.835
C 1.807 2.983 2.239
N 1.461 4.173 1.768
N 0.231 3.952 1.095
C -0.210 2.665 1.309
S -1.580 1.778 0.883
N 0.844 2.053 1.959
N 0.975 0.642 2.016
H 3.332 3.653 3.455
H 3.990 2.612 2.173
H 3.048 1.923 3.438
H -0.197 4.796 0.774
H 0.057 0.224 2.093
H 1.445 0.379 2.878
O -7.002 -0.698 -0.472
C -5.650 -0.708 -0.437
C -4.865 -0.816 0.724
C -3.556 -1.108 0.566
N -2.899 -1.100 -0.541
C -3.637 -0.948 -1.625
Br -2.730 -0.894 -3.386
C -5.001 -0.707 -1.701
H -7.505 -0.841 0.326
H -5.349 -0.826 1.691
H -2.957 -1.272 1.481
H -5.497 -0.682 -2.629
Cl -1.291 -1.240 3.713
C -0.683 -1.944 2.075
H -1.229 -2.914 2.070
H 0.294 -2.215 2.432
*
```

---

C48H38Cl3GeO2P2PdS | ωB97M-V/def2-TZVPD

Properties
Gap between HOMO and LUMO (spin up / spin down)   0.2632 / 0.2262 hartree
Highest occupied orbital energy (spin up / spin down)   -12.2904 / -13.0604 eV

Structure (ORCA input):
```
! wB97M-V def2-TZVPD RIJCOSX def2/J DEFGRID3
* xyz 2 4
Pd 13.957 10.207 12.460
O 12.382 11.046 9.804
S 12.824 11.626 11.082
C 13.800 13.137 10.861
C 13.022 14.233 10.643
C 13.597 15.518 10.513
C 14.956 15.675 10.609
C 15.884 16.876 10.561
C 17.220 16.350 11.038
C 17.082 14.873 11.111
C 17.970 13.865 11.361
C 17.508 12.563 11.414
C 16.194 12.172 11.222
P 15.729 10.436 11.070
C 15.443 10.193 9.283
C 16.000 10.990 8.280
C 15.899 10.572 6.940
C 15.177 9.425 6.646
C 14.615 8.659 7.629
C 14.788 9.030 8.956
C 17.107 9.373 11.603
C 17.799 8.410 10.846
C 18.654 7.465 11.399
C 18.967 7.621 12.773
C 18.466 8.694 13.468
C 17.492 9.560 12.913
C 15.242 13.231 10.973
C 15.733 14.510 10.906
C 11.495 12.258 12.032
C 11.752 12.673 13.339
C 10.963 13.445 14.146
C 9.742 13.827 13.597
C 8.634 14.619 14.180
C 7.496 14.594 13.112
C 8.099 13.821 11.956
C 7.488 13.373 10.801
C 8.244 12.419 10.048
C 9.548 12.080 10.328
P 10.044 10.579 9.419
C 10.330 11.007 7.731
C 10.469 10.041 6.782
C 10.422 10.366 5.422
C 10.179 11.701 5.008
C 10.066 12.639 6.013
C 10.084 12.307 7.379
C 8.596 9.439 9.607
C 8.314 8.979 10.895
C 7.144 8.220 11.163
C 6.257 7.978 10.158
C 6.633 8.343 8.866
C 7.719 9.125 8.555
C 10.172 12.551 11.496
C 9.426 13.435 12.286
H 11.931 14.190 10.605
H 12.846 16.253 10.298
H 15.472 17.627 11.266
H 15.864 17.360 9.570
H 17.467 16.670 12.078
H 18.050 16.665 10.395
H 19.064 14.087 11.535
H 18.189 11.685 11.637
H 16.317 11.994 8.543
H 16.187 11.249 6.145
H 15.047 9.208 5.604
H 14.077 7.788 7.272
H 14.400 8.417 9.761
H 17.424 8.350 9.829
H 19.088 6.716 10.811
H 19.698 6.973 13.209
H 18.848 8.822 14.459
H 17.087 10.359 13.531
H 12.626 12.298 13.791
H 11.088 13.805 15.121
H 9.011 15.636 14.318
H 8.367 14.263 15.182
H 7.201 15.639 12.836
H 6.563 14.174 13.518
H 6.428 13.498 10.595
H 7.798 11.933 9.192
H 10.642 8.987 7.089
H 10.571 9.497 4.768
H 10.172 11.987 3.954
H 9.962 13.690 5.750
H 9.951 13.130 8.048
H 9.017 9.133 11.701
H 6.938 7.854 12.172
H 5.466 7.274 10.217
H 5.900 8.160 8.102
H 7.918 9.471 7.580
O 14.478 9.762 14.666
H 13.766 9.429 15.239
H 15.139 9.036 14.594
Cl 11.071 8.478 13.647
Ge 12.693 8.084 12.271
Cl 13.809 6.409 12.931
Cl 11.569 7.629 10.390
*
```

---

C16H17N3O4S | ωB97M-V/def2-TZVPD

Properties
SMILES string   O=[N+]([O-])c1ccc([C@H](O)[C@H](CO)NC(=S)Nc2ccccc2)cc1
Gap between HOMO and LUMO   0.3021 hartree
Highest occupied orbital energy   -8.7040 eV

Structure (ORCA input):
```
! wB97M-V def2-TZVPD RIJCOSX def2/J DEFGRID3
* xyz 0 1
O 6.945 -0.950 -0.289
N 6.150 -0.208 0.248
O 6.431 0.866 0.737
C 4.774 -0.630 0.305
C 4.409 -1.857 -0.236
C 3.087 -2.250 -0.184
C 2.131 -1.430 0.407
C 0.689 -1.862 0.453
O 0.632 -3.259 0.434
C -0.153 -1.266 -0.732
C 0.634 -0.371 -1.698
O -0.208 0.177 -2.681
N -1.262 -0.481 -0.238
C -2.363 -1.042 0.302
S -2.481 -2.665 0.631
N -3.429 -0.252 0.584
C -3.574 1.136 0.485
C -4.831 1.643 0.157
C -5.029 3.006 0.061
C -3.981 3.882 0.294
C -2.739 3.384 0.648
C -2.531 2.020 0.751
C 2.515 -0.210 0.959
C 3.832 0.196 0.908
H 5.166 -2.481 -0.686
H 2.778 -3.203 -0.581
H 0.243 -1.473 1.383
H -0.296 -3.515 0.575
H -0.542 -2.135 -1.289
H 1.051 0.485 -1.162
H 1.458 -0.940 -2.142
H -0.519 -0.526 -3.263
H -1.368 0.427 -0.675
H -4.260 -0.770 0.839
H -5.647 0.959 -0.023
H -6.006 3.386 -0.198
H -4.136 4.947 0.214
H -1.924 4.061 0.855
H -1.572 1.649 1.078
H 1.778 0.417 1.439
H 4.150 1.137 1.331
*
```

---

| no. | calculated total energy (a.u.) | strongest force on any atom (eV/Å) |
| --- | --- | --- |
| 1 | -7462.8312 | 0.56 |
| 2 | -4110.6242 | 2.86 |
| 3 | -5434.1252 | 3.96 |
| 4 | -6668.2145 | 3.45 |
| 5 | -1483.2475 | 1.32 |